{
  "formula": "C19H26N2O5",
  "method": "ωB97M-V/def2-TZVPD",
  "smiles": "CCCCCC[C@H]1C[C@H](CCC(=O)Nc2ccc([N+](=O)[O-])cc2)C(=O)O1",
  "e_above_lowest_kj_mol": 302.57,
  "total_charge": 0,
  "gap_ev": 8.74,
  "e_homo_ev": -9.25,
  "energy_ha": -1225.28618,
  "elements": ["C", "C", "C", "C", "C", "C", "C", "C", "C", "C", "C", "C", "O", "N", "C", "C", "C", "C", "N", "O", "O", "C", "C", "C", "O", "O", "H", "H", "H", "H", "H", "H", "H", "H", "H", "H", "H", "H", "H", "H", "H", "H", "H", "H", "H", "H", "H", "H", "H", "H", "H", "H"],
  "positions_angstrom": [[-3.342, -3.223, -1.521], [-3.238, -1.900, -0.771], [-3.056, -2.079, 0.744], [-1.621, -1.853, 1.225], [-0.623, -2.849, 0.638], [0.783, -2.714, 1.229], [1.432, -1.368, 0.907], [2.895, -1.252, 1.377], [3.718, -1.072, 0.097], [4.674, 0.138, 0.105], [4.072, 1.443, -0.444], [2.726, 1.734, 0.193], [2.592, 1.914, 1.383], [1.690, 1.745, -0.705], [0.327, 1.752, -0.444], [-0.203, 2.017, 0.822], [-1.566, 1.959, 1.022], [-2.411, 1.650, -0.039], [-3.824, 1.561, 0.182], [-4.233, 1.727, 1.314], [-4.533, 1.319, -0.774], [-1.896, 1.409, -1.310], [-0.535, 1.458, -1.507], [2.663, -0.977, -0.997], [2.855, -0.730, -2.158], [1.443, -1.169, -0.508], [-2.452, -3.831, -1.373], [-4.204, -3.789, -1.173], [-3.462, -3.044, -2.587], [-2.400, -1.324, -1.170], [-4.147, -1.327, -0.964], [-3.379, -3.081, 1.032], [-3.696, -1.371, 1.275], [-1.322, -0.838, 0.958], [-1.602, -1.930, 2.315], [-0.557, -2.707, -0.441], [-0.978, -3.864, 0.829], [0.744, -2.818, 2.315], [1.414, -3.511, 0.828], [0.823, -0.561, 1.326], [3.193, -2.146, 1.922], [3.008, -0.395, 2.038], [4.308, -1.970, -0.111], [5.553, -0.094, -0.498], [5.003, 0.300, 1.132], [4.750, 2.261, -0.193], [3.987, 1.379, -1.528], [1.923, 1.529, -1.667], [0.458, 2.255, 1.638], [-1.991, 2.146, 1.996], [-2.573, 1.178, -2.117], [-0.123, 1.250, -2.483]],
  "forces_ev_per_angstrom": [[0.0, 0.2, 0.0], [-0.1, -0.2, 0.1], [0.1, 0.3, 0.0], [-0.1, -0.3, -0.1], [0.1, 0.1, 0.3], [-0.1, 0.3, -0.5], [-0.1, -0.3, 0.9], [-0.1, 0.0, 0.0], [-0.1, 0.0, 0.1], [-0.1, 0.0, -0.2], [0.2, -0.1, 0.2], [0.2, 0.2, -0.5], [0.0, 0.0, 0.4], [0.1, 0.1, -0.4], [-0.5, 0.0, 0.2], [0.2, 0.0, 0.0], [-0.5, -0.1, -0.2], [1.3, 0.1, -0.2], [-0.6, 0.0, 0.1], [-0.1, 0.0, 0.2], [-0.2, 0.0, -0.2], [-0.3, 0.1, 0.2], [0.1, 0.0, 0.2], [0.6, -0.1, -0.1], [0.0, 0.0, -0.2], [-0.4, -0.2, -0.4], [0.1, -0.1, 0.0], [-0.1, -0.1, 0.0], [0.0, -0.1, -0.1], [0.0, 0.1, 0.0], [0.1, 0.1, 0.0], [-0.1, -0.1, 0.1], [-0.1, 0.0, 0.0], [0.0, 0.1, 0.0], [0.1, 0.1, 0.1], [0.0, -0.1, -0.1], [0.0, -0.1, -0.1], [0.1, 0.0, 0.1], [0.1, 0.0, 0.1], [0.1, -0.1, -0.1], [0.0, 0.0, 0.0], [0.0, 0.0, 0.0], [-0.1, 0.1, 0.0], [0.0, 0.0, 0.1], [0.0, 0.0, 0.0], [-0.1, 0.0, 0.0], [0.0, 0.0, 0.0], [0.1, 0.0, 0.2], [0.0, 0.0, 0.0], [0.0, 0.0, 0.0], [0.0, 0.0, 0.0], [0.0, 0.0, -0.1]]
}

=====

{
  "formula": "C5H12O",
  "method": "ωB97M-V/def2-TZVPD",
  "smiles": "CCCCOC",
  "e_above_lowest_kj_mol": 69.76,
  "total_charge": 0,
  "gap_ev": 10.85,
  "e_homo_ev": -9.70,
  "energy_ha": -272.92209,
  "elements": ["C", "C", "C", "C", "O", "C", "H", "H", "H", "H", "H", "H", "H", "H", "H", "H", "H", "H"],
  "positions_angstrom": [[0.995, 2.683, -0.467], [0.009, 1.651, 0.075], [0.570, 0.232, 0.033], [-0.427, -0.818, 0.495], [0.127, -2.096, 0.270], [-0.817, -3.056, -0.118], [1.913, 2.707, 0.133], [0.565, 3.690, -0.462], [1.281, 2.443, -1.498], [-0.917, 1.686, -0.517], [-0.274, 1.910, 1.104], [0.858, -0.023, -0.996], [1.482, 0.158, 0.641], [-0.674, -0.694, 1.563], [-1.367, -0.704, -0.070], [-0.277, -3.994, -0.264], [-1.307, -2.779, -1.065], [-1.599, -3.209, 0.641]],
  "forces_ev_per_angstrom": [[0.0, 0.0, 0.0], [-0.1, 0.0, 0.0], [0.0, 0.0, 0.0], [-0.1, 0.3, 0.0], [0.1, 0.0, 0.0], [-0.2, -0.3, -0.1], [-0.1, 0.0, -0.1], [0.1, -0.1, 0.0], [-0.1, 0.0, 0.2], [0.1, 0.0, 0.1], [0.0, 0.0, -0.1], [0.0, 0.1, 0.1], [-0.1, 0.0, -0.1], [0.0, 0.0, -0.2], [0.1, 0.0, 0.0], [-0.1, 0.1, 0.0], [0.1, 0.0, 0.1], [0.1, 0.0, -0.1]]
}

=====

{
  "formula": "C4H11N3S",
  "method": "ωB97M-V/def2-TZVPD",
  "smiles": "[H]/N=C(/N)[C@H](N)[C@@H](C)S",
  "e_above_lowest_kj_mol": 337.69,
  "total_charge": 0,
  "gap_ev": 10.02,
  "e_homo_ev": -9.33,
  "energy_ha": -721.33998,
  "elements": ["H", "N", "C", "N", "C", "N", "C", "C", "S", "H", "H", "H", "H", "H", "H", "H", "H", "H", "H"],
  "positions_angstrom": [[1.003, -2.441, 0.001], [0.089, -2.302, 0.655], [-0.637, -1.425, 0.253], [-2.083, -1.639, 0.333], [-0.087, -0.213, -0.326], [0.568, -0.475, -1.539], [0.639, 0.755, 0.601], [1.523, 1.814, -0.258], [-0.736, 1.472, 1.875], [-2.116, -2.577, 0.741], [-2.516, -0.921, 1.129], [-0.991, 0.378, -0.473], [0.305, 0.484, -1.988], [0.236, -1.390, -1.891], [1.256, 0.111, 1.401], [2.028, 2.496, 0.389], [0.675, 2.103, -0.917], [2.279, 1.388, -0.962], [-1.435, 2.380, 0.976]],
  "forces_ev_per_angstrom": [[-1.9, 1.3, 2.7], [4.9, -6.1, -1.2], [-3.5, 1.9, 0.2], [0.4, 2.8, 3.2], [-2.8, 2.5, 0.8], [0.5, 1.8, -1.5], [2.2, -1.1, 2.7], [-2.1, -2.4, -0.1], [0.8, 0.9, -2.8], [-0.3, 0.3, 0.0], [1.3, -2.2, -2.8], [-0.5, 0.2, -0.8], [1.0, -3.4, -0.8], [0.0, 1.5, -0.7], [-0.9, 1.6, -1.7], [-0.3, 1.0, 0.2], [0.9, 1.4, 0.3], [-0.7, -0.3, 1.0], [1.2, -1.5, 1.2]]
}

=====

Question: Number 2 is which compound?
Answer: C5H12O